Entry 1
Here is C5H7ClN2O2 in the gas phase from the OMol25 dataset. Energies are from wB97M-V/def2-TZVPD.

Last column: Löwdin charge in e.
Element x y z (Å)
C -3.3619 0.4638 0.4877  -0.07
C -1.9099 0.3186 -0.0278  -0.07
C -1.0396 -0.5916 0.4767  -0.11
N 0.2387 -0.4521 -0.1051  0.02
C 1.3265 -1.0423 -0.0283  -0.65
Cl 1.8360 -2.5582 0.6769  0.65
C 2.5431 -0.1856 -0.9839  -0.05
N 3.0016 0.7927 -0.1120  -0.45
O 3.7530 0.4469 0.8049  0.05
O 2.5080 1.9038 -0.1827  0.08
H -4.0518 0.2439 -0.3321  0.07
H -3.7871 -0.1198 1.2330  0.04
H -3.3146 1.5163 0.7474  0.07
H -1.6586 1.0124 -0.7103  0.07
H -1.2025 -1.2563 1.2680  0.09
H 3.1998 -0.8676 -1.4253  0.09
H 1.9192 0.3751 -1.7871  0.15

Summary:
LUMO level: -0.073 eV
gap between HOMO and LUMO: 9.35 eV
total charge: 0
molecular weight: 162.58 g/mol
SMILES: C/C=C/N=C(\Cl)C[N+](=O)[O-]
2S+1: 1

---

Entry 2
Here is C5H7ClN2O2 in the gas phase from the OMol25 dataset. Energies are from wB97M-V/def2-TZVPD.

Last column: Löwdin charge in e.
Element x y z (Å)
C -0.6215 -0.3376 -1.4876  -0.06
C 1.0762 -0.8196 0.4187  -0.37
C 0.5236 0.1794 -0.6649  -0.27
C -2.3635 -0.3575 0.0451  -0.57
C 2.2776 -0.2509 1.1897  -0.01
N -1.8959 -0.4092 -1.1449  -0.03
N -0.9337 2.0608 0.1383  0.16
O 0.6651 -1.9521 0.6337  0.08
O 0.3130 1.3319 0.1267  -0.17
Cl -4.1238 -0.4958 0.0107  0.60
H -0.3427 -0.3547 -2.5036  0.10
H 1.4407 0.2217 -1.2123  0.14
H -2.1061 -0.4016 1.0405  0.05
H 2.9022 -1.0943 1.6124  0.10
H 1.7767 0.3478 2.0339  0.12
H 2.8439 0.4235 0.5083  0.09
H -1.4316 1.9082 -0.7447  0.03

Summary:
LUMO level (spin up / spin down): -0.589 / -1.409 eV
gap between HOMO and LUMO (spin up / spin down): 8.07 / 8.23 eV
total charge: 0
molecular weight: 162.58 g/mol
2S+1: 1

---

Consider the structures shown above. The least stable of them is entry 2.